No. 1
The following is a DFT calculation (ωB97M-V/def2-TZVPD) of a cluster of 2 separate species, CH4N2O in total.

HOMO (alpha / beta) ... -8.4729 / -8.3416 eV
LUMO energy (alpha / beta) ... -0.5 / -0.2 eV

The geometry in XYZ format:
```
8
Properties=species:S:1:pos:R:3:forces:R:3
C -0.33673 -0.11027 0.59990 -3.37 1.46 0.68
N -2.85727 0.05238 -0.31886 0.33 -0.16 0.13
N 1.81026 0.40736 -0.15792 1.29 -0.26 1.89
O 0.48138 0.73122 0.22749 0.85 1.67 -0.35
H -0.23149 -1.14248 0.50705 1.59 -2.09 -0.45
H -3.13681 -0.71080 0.33015 0.14 0.21 -0.03
H 2.39146 1.14567 -0.47266 -0.45 1.30 -0.27
H 1.87920 -0.37307 -0.71517 -0.38 -2.13 -1.60
```
Forces are in eV/Å.

No. 2
The following is a DFT calculation (ωB97M-V/def2-TZVPD) of the molecule CH4N2O2.

SMILES string ... O/N=C/NO
HOMO ... -9.2162 eV
LUMO energy ... 0.7 eV

The geometry in XYZ format:
```
9
Properties=species:S:1:pos:R:3:forces:R:3
O 0.19554 1.75812 1.52857 -0.01 -0.53 -1.14
N -0.38707 0.73084 0.77613 -0.54 -0.98 -0.52
C 0.30783 0.19452 -0.16465 2.11 2.60 3.81
N 0.05810 -1.00060 -0.73756 -0.99 0.12 -2.98
O -1.28131 -1.22787 -0.43111 -1.20 -5.20 1.69
H 0.89016 2.07329 0.94576 0.67 0.61 0.18
H 1.36682 0.42938 -0.25008 0.24 0.68 -0.47
H 0.12538 -0.77931 -1.79644 -0.27 -1.14 1.75
H -1.27544 -2.17838 0.12938 -0.01 3.84 -2.31
```
Forces are in eV/Å.

No. 3
The following is a DFT calculation (ωB97M-V/def2-TZVPD) of a cluster of 2 separate species, CH4N2O2 in total.

SMILES string ... [H]/N=N/[H].O=CO
HOMO ... -10.0196 eV
LUMO energy ... -0.6 eV

The geometry in XYZ format:
```
9
Properties=species:S:1:pos:R:3:forces:R:3
H -1.15597 -1.29312 0.12213 -0.01 -0.07 -0.65
N -0.13226 -1.35372 0.16257 1.95 -1.30 -2.50
N 0.37290 -1.35288 -1.01772 -2.23 -1.41 2.67
H 1.39755 -1.41588 -0.93938 -0.03 0.16 0.47
O 1.18060 1.31300 0.74802 -1.24 -1.77 0.21
C 0.22310 0.85625 0.15167 1.39 4.97 -3.74
O -1.07493 1.19509 0.41811 0.50 -1.25 1.11
H 0.27124 0.66580 -1.02076 -0.11 0.45 2.65
H -1.08224 1.38547 1.37536 -0.22 0.22 -0.22
```
Forces are in eV/Å.

For the records above, the corresponding relative energy (zero: lowest compared OMol25 entry of this formula, charge and spin) values read 10.654; 4.398; 2.737 eV.